[1]
The following is a quantum chemistry calculation of 4 unconnected molecules or ions with the total composition CH10O3S2, from the OMol25 dataset.

XYZ file:
```
16
Properties=species:S:1:pos:R:3:forces:R:3
C -1.95136 0.31949 1.23143 -0.913 -0.308 0.523
S -0.74800 1.64244 1.36316 0.254 -0.187 -0.087
S 0.09309 1.60613 -0.51151 0.229 0.054 -0.029
H -2.82867 0.63419 0.66580 0.152 -0.051 -0.169
H -2.31219 0.10328 2.24551 0.159 0.287 -0.010
H -1.58000 -0.63541 0.86748 0.317 0.236 -0.328
H -0.43201 2.72348 -1.04475 -0.159 -0.068 0.106
O -1.66656 -1.62150 -1.77225 0.020 0.054 -0.091
H -2.49637 -1.15940 -1.92690 -0.017 -0.025 0.035
H -1.06699 -1.24634 -2.42744 0.013 -0.033 0.093
O 3.15498 0.19929 -1.83460 -0.125 -0.130 -0.069
H 3.28174 0.89993 -1.19031 0.027 0.082 0.095
H 2.53584 -0.40012 -1.40298 0.104 0.047 -0.011
O 2.41663 -1.02305 1.89099 -0.698 0.068 0.013
H 1.82615 -0.47462 2.42896 0.343 0.079 -0.027
H 1.77370 -1.56778 1.41743 0.295 -0.104 -0.043
```
Forces are in eV/Å.

Its SMILES is CSS.O.O.O. The calculation puts the HOMO energy at -9.28 eV. As for the multiplicity: 1. As for the total energy: -29012.04453 eV. The value obtained for the orbital gap is 9.6 eV. The molar mass comes out at 134.22 g mol⁻¹.

---

[2]
The following is a quantum chemistry calculation of 4 unconnected molecules or ions with the total composition CH10O3S2, from the OMol25 dataset.

XYZ file:
```
16
Properties=species:S:1:pos:R:3:forces:R:3
C 0.54311 -2.22127 1.53072 -0.167 0.009 0.006
S -0.66802 -1.00371 0.96448 0.240 0.072 -0.307
S -1.69513 -0.51737 2.63955 -0.207 0.049 0.370
H 0.02290 -3.07357 1.98152 0.347 0.241 0.061
H 1.29243 -1.75770 2.17372 -0.249 -0.152 0.166
H 1.05866 -2.54440 0.63112 0.014 -0.156 -0.181
H -0.95011 0.50563 3.10876 0.034 -0.086 -0.172
O -1.16690 -0.70886 -2.99748 0.050 -0.227 0.063
H -0.84279 -1.49072 -3.46194 -0.056 0.198 0.001
H -1.38168 -1.02984 -2.11334 -0.048 0.017 0.039
O 0.15917 1.51804 -1.51726 -0.028 0.375 0.122
H -0.52447 1.18259 -2.10661 0.237 -0.240 -0.134
H 0.92269 0.93721 -1.59851 -0.236 -0.010 -0.077
O 1.14292 3.18707 0.57564 -0.043 0.135 0.014
H 0.54870 2.98366 -0.16103 0.111 -0.243 0.009
H 1.53850 4.03323 0.35067 0.001 0.018 0.022
```
Forces are in eV/Å.

Its SMILES is CSS.O.O.O. The calculation puts the HOMO energy at -9.16 eV. As for the multiplicity: 1. As for the total energy: -29012.31448 eV. The value obtained for the orbital gap is 9.5 eV. The molar mass comes out at 134.22 g mol⁻¹.

---

[3]
The following is a quantum chemistry calculation of 4 unconnected molecules or ions with the total composition CH10O3S2, from the OMol25 dataset.

XYZ file:
```
16
Properties=species:S:1:pos:R:3:forces:R:3
C -1.58986 -0.39175 1.21353 -0.561 -0.025 -0.987
S 0.18493 -0.63132 1.26293 0.610 0.417 0.551
S 0.77259 1.14572 2.21596 -0.530 0.354 -0.892
H -1.88628 -0.12104 0.19292 0.211 0.110 0.160
H -2.06399 -1.35585 1.38902 -0.085 0.116 0.495
H -1.92653 0.41149 1.86103 0.023 -0.276 0.361
H 1.64254 0.69427 3.09379 0.255 -0.629 0.499
O 1.26450 -0.88698 -1.75025 0.478 0.386 -0.260
H 0.48333 -1.38967 -1.95049 -0.664 -0.812 -0.510
H 0.91999 -0.39055 -1.00399 0.304 0.289 0.638
O 0.16935 1.38983 -2.86487 -0.955 0.178 0.331
H 0.46329 1.96348 -3.56779 0.276 -0.036 -0.259
H 0.74989 0.62703 -2.77644 0.617 -0.224 -0.071
O -1.54614 -1.09118 -2.43117 0.370 -0.312 -0.012
H -2.43948 -1.09639 -2.08694 -0.119 0.234 -0.070
H -1.30918 -0.19412 -2.70280 -0.230 0.231 0.025
```
Forces are in eV/Å.

Its SMILES is CSS.O.O.O. The calculation puts the HOMO energy at -8.75 eV. As for the multiplicity: 1. As for the total energy: -29012.24389 eV. The value obtained for the orbital gap is 9.1 eV. The molar mass comes out at 134.22 g mol⁻¹.

---

[4]
The following is a quantum chemistry calculation of a gas-phase ion, CH11N2Si2 (charge +1), from the OMol25 dataset.

XYZ file:
```
16
Properties=species:S:1:pos:R:3:forces:R:3
C -0.10102 0.05707 0.06235 2.096 -3.202 3.589
N -0.65793 0.72356 -1.54006 -1.445 2.597 -0.900
N 1.35796 0.45244 -0.15341 0.266 -2.261 2.639
Si 0.02635 -1.94599 -0.35730 0.635 1.120 1.043
Si -0.81737 1.02502 1.56661 -1.710 -0.486 -1.926
H -1.17543 0.06600 -2.06990 -0.899 0.009 -1.458
H -1.12404 1.52363 -1.05627 -0.122 -0.550 -1.900
H 1.56826 1.37298 0.13747 0.238 1.635 0.195
H 1.67835 0.29371 -1.08512 0.450 -0.170 -0.982
H 1.85889 -0.18952 0.53325 -0.137 1.144 -1.408
H -0.80159 -2.40601 -1.51914 0.021 0.216 0.519
H 1.49878 -1.91082 -0.87398 -1.095 -0.291 0.422
H -0.08576 -2.72262 0.97796 -0.044 0.495 -1.242
H -0.66236 2.51063 1.01923 0.096 -1.304 0.941
H -0.22225 0.51688 2.80301 0.231 0.529 0.376
H -2.34083 0.63302 1.55529 1.419 0.518 0.093
```
Forces are in eV/Å.

The expectation value of S² is 2.007. The calculation puts the HOMO energy (spin up / spin down) at -9.77 / -14.80 eV. As for the multiplicity: 3. As for the total energy: -19936.07695 eV. The value obtained for the orbital gap (spin up / spin down) is 6.4 / 7.6 eV. Its total charge is +1. The molar mass comes out at 107.28 g mol⁻¹.

---

[5]
The following is a quantum chemistry calculation of 4 unconnected molecules or ions with the total composition CH11NO3, from the OMol25 dataset.

XYZ file:
```
16
Properties=species:S:1:pos:R:3:forces:R:3
C 0.12262 0.93744 -2.39189 -0.817 3.827 -1.305
N -0.07565 0.10018 -1.28714 -1.395 -2.404 2.312
H 0.37673 0.42627 -3.34589 -0.218 0.608 0.561
H -0.81270 1.59511 -2.45900 0.849 -1.247 -0.674
H 0.82473 1.87780 -2.19976 -0.475 -2.406 -0.182
H 0.19887 -0.85790 -1.34671 1.937 -0.516 -0.864
H -1.01561 -0.25240 -1.04859 -0.332 1.955 -0.344
O -0.99620 0.42845 2.26681 1.891 1.185 -0.569
H 0.01180 0.32299 2.30817 -1.988 0.374 -0.253
H -1.11931 1.32739 1.84301 0.283 -1.637 0.748
O -0.78841 -2.67902 2.75934 1.237 -3.216 1.023
H -1.18617 -3.27386 2.11484 -0.225 1.177 -0.065
H -0.92326 -1.76827 2.73762 -1.112 2.091 -0.986
O 1.99356 0.38271 0.37679 2.157 2.871 -0.729
H 1.21248 0.23659 -0.11746 -2.425 -1.256 -0.478
H 2.17652 1.19652 -0.21013 0.636 -1.405 1.805
```
Forces are in eV/Å.

Its SMILES is CN.O.O.O. The calculation puts the HOMO energy at -10.15 eV. As for the multiplicity: 1. As for the total energy: -8846.51111 eV. The value obtained for the orbital gap is 10.6 eV. The molar mass comes out at 85.10 g mol⁻¹.

---

[6]
The following is a quantum chemistry calculation of 4 unconnected molecules or ions with the total composition CH11NO4, from the OMol25 dataset.

XYZ file:
```
17
Properties=species:S:1:pos:R:3:forces:R:3
N -1.40524 -0.10458 -0.62639 -0.687 0.375 -0.556
C -2.23622 -0.54305 0.50241 2.267 -0.921 -0.434
O -2.03997 0.24466 1.64929 -1.205 0.162 0.100
H -1.89273 0.61635 -1.14828 0.122 0.109 0.084
H -0.54952 0.32286 -0.29514 -0.033 0.142 0.217
H -1.82766 -1.56317 0.70819 -0.947 0.379 0.051
H -3.26661 -0.54072 0.15825 -0.112 -0.104 0.480
H -1.12525 0.51923 1.66905 0.500 0.194 0.010
O 0.68449 1.76461 0.84237 -0.131 -0.052 0.092
H 0.94739 2.44487 1.46601 -0.162 0.203 0.098
H 1.50589 1.28612 0.69833 0.425 -0.264 -0.062
O 0.98596 -1.17125 -1.55693 -0.284 0.147 -0.214
H 1.32267 -1.23071 -2.45396 0.136 -0.026 -0.065
H 0.04438 -0.89776 -1.64862 0.258 -0.291 0.364
O 3.00461 -0.02030 0.15636 -0.454 0.371 -0.002
H 2.23389 -0.37329 -0.31900 0.075 -0.211 -0.291
H 3.61393 -0.75386 0.19805 0.231 -0.213 0.127
```
Forces are in eV/Å.

Its SMILES is NCO.O.O.O. The calculation puts the HOMO energy at -10.02 eV. As for the multiplicity: 1. As for the total energy: -10895.66230 eV. The value obtained for the orbital gap is 10.7 eV. The molar mass comes out at 101.10 g mol⁻¹.

---

[7]
The following is a quantum chemistry calculation of 5 unconnected molecules or ions with the total composition CH11O5, from the OMol25 dataset.

XYZ file:
```
17
Properties=species:S:1:pos:R:3:forces:R:3
C 1.12039 -0.28651 -0.81742 -0.210 -0.629 -0.182
O -0.10882 0.04192 -0.26188 0.177 0.713 0.111
H 1.65690 -1.04471 -0.21788 0.102 0.065 -0.003
H 1.81517 0.55850 -0.95952 -0.087 0.116 0.166
H 0.98979 -0.73695 -1.82171 0.107 -0.001 0.046
H 0.45524 1.99281 0.45574 -0.079 -0.049 0.097
H 0.92409 1.68267 1.83466 -0.079 0.134 0.136
O 0.84763 2.43285 1.22997 0.109 -0.038 -0.144
H -0.01611 -0.03542 1.34735 0.172 -0.316 -0.011
H -0.53670 -0.83390 2.58791 -0.017 0.083 0.018
O 0.16988 -0.23699 2.32837 -0.056 0.055 -0.132
H -1.92657 0.66533 -2.58481 -0.034 -0.018 0.050
H -0.82377 1.00357 -1.58843 -0.457 -0.132 0.538
O -1.54125 1.41796 -2.12897 0.219 0.103 -0.391
H -1.06368 -1.42364 0.08296 0.321 0.032 -0.677
H -0.65809 -2.81874 0.53671 0.020 -0.051 -0.054
O -1.30408 -2.37873 -0.02305 -0.207 -0.063 0.435
```
Forces are in eV/Å.

The calculation puts the HOMO energy at -4.80 eV. As for the multiplicity: 1. As for the total energy: -11454.50727 eV. The value obtained for the orbital gap is 8.7 eV. Its total charge is -1. The molar mass comes out at 103.09 g mol⁻¹.

---

[8]
The following is a quantum chemistry calculation of 4 unconnected molecules or ions with the total composition CH12N2O3, from the OMol25 dataset.

XYZ file:
```
18
Properties=species:S:1:pos:R:3:forces:R:3
N 0.20428 -0.70277 0.70312 -0.837 -0.471 -0.736
C -0.07333 -0.52111 2.10951 1.039 0.208 0.283
N 0.27655 0.77038 2.67387 0.016 -0.108 0.864
H -0.15632 0.10911 0.24242 -0.265 0.364 -0.505
H 1.14521 -0.77733 0.34251 0.351 0.016 0.821
H -1.13354 -0.72482 2.25895 -0.060 0.117 -0.047
H 0.48544 -1.25910 2.68652 -0.155 -0.127 -0.006
H 1.18858 0.80430 3.11321 -0.177 0.031 -0.360
H 0.10493 1.59063 2.11556 -0.003 -0.139 -0.265
O -1.12665 1.18462 -2.84888 -1.135 0.246 0.426
H -0.44137 0.71291 -3.30560 0.181 -0.686 -0.521
H -1.96841 0.68647 -2.93324 1.068 0.293 0.030
O -0.42538 -2.62551 -1.59593 -0.208 -0.094 -0.572
H -0.67698 -2.23008 -0.75698 0.251 0.276 0.423
H 0.23589 -3.28524 -1.38365 0.068 -0.069 0.116
O 0.75287 1.98727 -0.82773 0.727 0.196 0.967
H 0.15021 1.66246 -1.51148 0.315 0.749 -0.453
H 1.45803 2.61781 -1.08217 -1.174 -0.802 -0.464
```
Forces are in eV/Å.

Its SMILES is NCN.O.O.O. The calculation puts the HOMO energy at -8.71 eV. As for the multiplicity: 1. As for the total energy: -10354.18138 eV. The value obtained for the orbital gap is 9.4 eV. The molar mass comes out at 100.12 g mol⁻¹.

---

[9]
The following is a quantum chemistry calculation of 4 unconnected molecules or ions with the total composition CH12N2O3, from the OMol25 dataset.

XYZ file:
```
18
Properties=species:S:1:pos:R:3:forces:R:3
N 2.36400 -1.75611 -2.46445 -0.793 0.605 2.333
C 3.67718 -1.18427 -2.22666 2.386 -1.914 -2.977
N 4.81860 -2.14951 -2.32309 0.473 -1.780 -2.127
H 2.17638 -2.41528 -3.20496 0.799 0.185 -0.183
H 1.99248 -2.15457 -1.58364 0.338 0.253 -0.951
H 3.98433 -0.48627 -3.06149 -1.131 -0.083 1.127
H 3.86895 -0.78586 -1.25702 -0.890 0.808 0.610
H 5.44290 -2.44748 -1.57283 -0.872 0.297 -0.322
H 4.91891 -2.73716 -3.23085 -0.305 1.624 2.495
O -4.90638 2.27603 0.91301 0.247 -0.303 0.375
H -5.28351 2.99508 0.42532 -0.241 0.565 -0.720
H -5.38191 2.33212 1.74381 0.017 -0.217 0.366
O -3.70477 4.74739 3.05714 -1.825 1.318 -1.709
H -3.24448 4.13764 2.50369 1.096 -1.214 -0.164
H -4.27142 5.11380 2.30675 0.707 -0.151 1.850
O -0.69353 -2.49162 2.31215 -2.554 -1.770 -2.184
H -0.61900 -2.20294 1.36208 0.195 -0.121 1.406
H -1.48744 -3.15848 2.18353 2.355 1.898 0.774
```
Forces are in eV/Å.

Its SMILES is NCN.O.O.O. The calculation puts the HOMO energy at -8.54 eV. As for the multiplicity: 1. As for the total energy: -10352.90433 eV. The value obtained for the orbital gap is 9.1 eV. The molar mass comes out at 100.12 g mol⁻¹.

---

[10]
The following is a quantum chemistry calculation of 4 unconnected molecules or ions with the total composition CH12N2O3, from the OMol25 dataset.

XYZ file:
```
18
Properties=species:S:1:pos:R:3:forces:R:3
N 1.40697 -0.19038 -0.05143 -1.244 -0.083 0.312
C 0.42583 -1.20223 0.42218 0.106 -0.079 -0.334
N 0.18442 -1.21260 1.82404 -0.113 -0.770 0.692
H 2.24996 -0.64037 -0.33549 0.654 -0.102 -0.213
H 0.97699 0.23792 -0.85390 0.261 0.137 -0.549
H -0.51436 -1.07986 -0.11661 -0.060 0.506 0.002
H 0.73927 -2.19638 0.10624 0.162 -0.160 0.263
H 0.17599 -0.34228 2.32304 -0.038 0.439 -0.320
H 0.72888 -1.88161 2.34395 0.146 0.031 -0.100
O 3.75082 2.80126 -1.76964 -0.278 0.111 -0.080
H 3.08741 2.20608 -1.40607 0.062 -0.050 0.127
H 3.23290 3.58654 -1.98797 0.190 -0.045 0.022
O 0.85456 2.42932 1.03955 -0.524 0.249 -0.327
H 1.03174 1.54633 0.66647 0.481 0.084 0.543
H 1.50738 2.62916 1.71144 0.191 -0.271 -0.036
O -6.28708 -2.38548 -1.46792 -0.198 0.087 0.107
H -6.94544 -1.81734 -1.88435 0.105 -0.063 -0.010
H -6.60625 -2.48808 -0.56353 0.097 -0.023 -0.098
```
Forces are in eV/Å.

Its SMILES is NCN.O.O.O. The calculation puts the HOMO energy at -9.51 eV. As for the multiplicity: 1. As for the total energy: -10354.05768 eV. The value obtained for the orbital gap is 10.2 eV. The molar mass comes out at 100.12 g mol⁻¹.

---

[11]
The following is a quantum chemistry calculation of 5 unconnected molecules or ions with the total composition CH12N2O5, from the OMol25 dataset.

XYZ file:
```
20
Properties=species:S:1:pos:R:3:forces:R:3
N 0.04565 1.84959 1.08447 2.098 0.738 -1.406
C 0.18936 1.42195 -0.26120 2.661 0.525 -0.448
N -0.82899 0.74191 -0.77737 0.610 1.198 0.977
O 1.28905 1.61309 -0.85745 -2.138 -0.325 1.100
H 0.75731 2.63249 1.16998 -1.644 -1.135 0.386
H -0.91654 2.03323 1.26113 -0.575 0.695 0.748
H -1.56972 0.53323 -0.11157 -0.276 -0.705 -0.954
H -0.54984 0.34256 -1.64957 -1.021 -0.910 -0.601
O -2.09415 -0.28054 1.59461 1.785 2.243 -0.535
H -2.76460 -0.91460 1.74009 -0.242 -1.516 0.198
H -1.14058 -0.55497 1.53669 -1.648 -0.993 0.535
O 0.74448 -0.87831 1.74453 -0.277 0.600 -0.042
H 1.28907 -1.07332 2.51388 -0.061 -0.048 -0.012
H 0.57293 0.09454 1.77851 0.500 -0.312 0.014
O -0.33852 -1.38263 -2.71134 1.282 -0.549 0.267
H -0.44676 -2.12893 -3.31998 0.051 0.390 0.234
H 0.56785 -1.51278 -2.27831 -1.293 0.088 -0.419
O 1.88465 -1.16197 -1.03305 0.118 1.161 -1.370
H 1.80942 -0.19181 -1.25859 0.394 -0.909 0.306
H 1.49992 -1.18273 -0.16546 -0.327 -0.236 1.021
```
Forces are in eV/Å.

Its SMILES is NC(N)=O.O.O.O.O. The calculation puts the HOMO energy at -10.33 eV. As for the multiplicity: 1. As for the total energy: -14450.77371 eV. The value obtained for the orbital gap is 10.8 eV. The molar mass comes out at 132.12 g mol⁻¹.

---

[12]
The following is a quantum chemistry calculation of 4 unconnected molecules or ions with the total composition CH12NO3, from the OMol25 dataset.

XYZ file:
```
17
Properties=species:S:1:pos:R:3:forces:R:3
C 0.72157 -1.23815 -1.03904 2.826 -0.087 -0.382
N 0.02739 -0.07879 -0.38102 -3.611 0.872 -1.570
H 1.76772 -1.40333 -0.51640 -2.424 0.004 -0.745
H 0.12270 -2.18452 -1.20312 0.435 1.383 0.975
H 1.02957 -0.92191 -2.05150 -0.365 0.022 0.385
H 0.26731 0.95214 -0.63142 0.507 -1.606 -0.147
H 0.04676 -0.10926 0.65261 -0.406 -0.153 -0.363
H -1.04657 -0.09323 -0.79225 3.042 -0.250 2.098
H 1.40347 2.38717 -1.81745 -0.261 -0.361 -0.198
H 0.39994 3.33334 -1.32540 -0.623 0.161 0.220
O 0.46068 2.40567 -1.57741 0.998 0.192 -0.008
H -1.99027 -1.99800 1.23630 -1.369 1.047 -2.096
H -3.17874 -1.75487 0.18513 -2.177 -0.979 -0.165
O -2.32426 -1.49355 0.41385 3.486 -0.094 2.220
H 0.13072 1.13205 3.22500 -1.007 0.553 1.440
H 1.46038 0.24594 3.06403 -2.945 2.287 -1.721
O 0.70162 0.81929 2.55809 3.895 -2.990 0.056
```
Forces are in eV/Å.

The calculation puts the HOMO energy at -15.53 eV. As for the multiplicity: 1. As for the total energy: -8857.48525 eV. The value obtained for the orbital gap is 12.5 eV. Its total charge is +1. The molar mass comes out at 86.11 g mol⁻¹.